(1)
Entry from OMol25: a 7-piece molecular cluster, C22H44ClN2O16P2S2 overall at a distorted geometry (ωB97M-V/def2-TZVPD).

CARTESIAN COORDINATES (ANGSTROEM)
Cl  0.808  -1.919  1.105
O  0.272  -3.062  1.821
O  1.308  -2.346  -0.179
O  -0.282  -0.970  0.954
O  1.867  -1.346  1.894
C  0.401  0.848  -2.874
C  -0.434  -0.417  -2.964
C  -1.547  -0.265  -1.984
S  -2.186  1.432  -2.304
O  -2.402  2.045  -1.015
O  -3.252  1.202  -3.262
C  -0.639  1.932  -3.167
H  1.325  0.913  -3.447
H  0.757  1.019  -1.849
H  0.141  -1.337  -2.793
H  -0.783  -0.522  -4.000
H  -1.250  -0.198  -0.927
H  -2.359  -0.988  -1.941
H  -0.405  2.984  -2.995
H  -0.913  1.902  -4.227
C  -4.096  1.174  3.596
C  -3.045  0.545  2.676
C  -3.744  0.226  1.360
S  -5.421  -0.311  1.786
O  -5.519  -1.748  1.708
O  -6.394  0.558  1.157
C  -5.274  0.240  3.507
H  -4.385  2.203  3.359
H  -3.693  1.191  4.613
H  -2.643  -0.310  3.215
H  -2.158  1.139  2.453
H  -3.098  -0.526  0.903
H  -3.815  1.070  0.682
H  -5.075  -0.682  4.073
H  -6.211  0.572  3.955
C  0.678  2.121  0.675
O  1.803  3.033  0.786
P  2.189  3.983  -0.400
O  3.164  5.035  -0.136
O  2.552  2.864  -1.455
C  3.120  3.189  -2.684
O  0.820  4.560  -1.004
C  -0.009  5.342  -0.158
H  0.233  1.891  1.636
H  1.064  1.203  0.228
H  -0.070  2.559  0.008
H  2.428  3.089  -3.521
H  3.985  2.559  -2.851
H  3.449  4.232  -2.756
H  0.168  6.415  -0.225
H  0.163  5.094  0.899
H  -1.045  5.080  -0.359
C  6.647  0.716  -2.437
O  6.048  -0.563  -2.334
P  4.455  -0.589  -2.263
O  3.785  -0.039  -3.436
O  4.210  -2.126  -1.962
C  2.871  -2.648  -2.172
O  4.071  0.124  -0.883
C  4.776  -0.281  0.322
H  6.241  1.474  -1.763
H  6.586  1.100  -3.462
H  7.711  0.616  -2.218
H  2.820  -3.303  -3.042
H  2.178  -1.830  -2.412
H  2.518  -3.125  -1.264
H  5.569  -0.997  0.118
H  4.059  -0.745  1.007
H  5.164  0.600  0.835
N  -0.495  -1.092  4.499
C  -0.460  0.046  5.263
C  -1.324  -0.113  6.300
C  -1.867  -1.449  6.221
C  -1.256  -2.021  5.141
H  -0.045  -1.301  3.627
H  0.099  0.920  4.969
H  -1.522  0.617  7.068
H  -2.566  -1.902  6.894
H  -1.264  -3.028  4.743
N  -1.061  -4.178  -1.733
C  -1.855  -4.955  -0.944
C  -2.901  -5.385  -1.712
C  -2.643  -4.944  -3.030
C  -1.453  -4.261  -3.030
H  -0.263  -3.673  -1.384
H  -1.632  -5.058  0.103
H  -3.699  -6.054  -1.436
H  -3.181  -5.197  -3.928
H  -0.869  -3.855  -3.836

Computed properties:
charge = -1
orbital gap = 8.41 eV

Atomic partial charges in e from the Mulliken method, atoms 1 to 2: atom 1 (Cl): 1.269, atom 2 (O): -0.681


(2)
Entry from OMol25: C22H44F9N3O8S as an isolated structure at a distorted geometry (ωB97M-V/def2-TZVPD).

CARTESIAN COORDINATES (ANGSTROEM)
C  -4.571  7.326  3.060
C  -4.177  7.116  1.590
C  -5.296  6.433  0.799
C  -5.143  6.567  -0.712
O  -4.700  5.357  -1.341
C  -5.701  4.504  -1.644
O  -6.335  4.827  -2.930
S  -7.336  3.608  -3.202
O  -8.520  3.756  -2.432
O  -7.412  3.370  -4.592
O  -6.440  2.480  -2.439
C  -5.243  3.103  -1.961
C  -4.586  2.337  -0.808
F  -4.905  2.942  0.371
F  -5.050  1.071  -0.753
C  -3.053  2.294  -0.956
F  -2.535  3.530  -0.885
F  -2.812  1.797  -2.199
C  -2.285  1.356  0.030
F  -0.993  1.768  0.008
F  -2.328  0.088  -0.405
C  -2.712  1.396  1.520
F  -1.816  0.679  2.228
F  -2.688  2.663  1.952
F  -3.926  0.868  1.711
H  -4.034  6.652  3.714
H  -4.351  8.334  3.391
H  -5.632  7.161  3.216
H  -3.327  6.444  1.577
H  -3.922  8.067  1.141
H  -6.229  6.905  1.095
H  -5.360  5.399  1.116
H  -4.409  7.327  -0.932
H  -6.089  6.859  -1.155
H  -6.502  4.574  -0.909
H  -4.607  3.227  -2.834
C  2.263  -0.582  -3.437
C  1.033  -0.585  -2.535
C  1.150  -1.526  -1.330
O  0.969  -2.898  -1.629
C  2.128  -3.565  -2.098
N  -0.155  -0.865  -3.345
H  2.318  -1.480  -4.052
H  2.228  0.271  -4.113
H  3.182  -0.514  -2.851
H  0.924  0.425  -2.128
H  0.348  -1.273  -0.630
H  2.100  -1.375  -0.799
H  3.036  -3.178  -1.626
H  2.219  -3.487  -3.183
H  2.026  -4.622  -1.848
H  -0.981  -0.772  -2.760
H  -0.138  -1.851  -3.592
C  5.925  -4.401  0.058
C  6.690  -3.850  -1.141
C  8.143  -3.467  -0.826
O  8.291  -2.249  -0.126
C  8.143  -2.333  1.280
N  5.932  -2.734  -1.714
H  5.643  -3.614  0.758
H  5.004  -4.880  -0.274
H  6.516  -5.144  0.597
H  6.731  -4.643  -1.894
H  8.668  -3.322  -1.773
H  8.657  -4.278  -0.293
H  8.535  -3.278  1.667
H  7.099  -2.220  1.582
H  8.712  -1.514  1.718
H  6.380  -2.427  -2.573
H  6.032  -1.940  -1.086
C  -0.026  -5.114  3.347
C  0.633  -4.529  2.101
C  2.102  -4.131  2.306
O  2.297  -2.921  3.012
C  2.264  -3.031  4.422
N  -0.180  -3.417  1.607
H  -0.262  -4.344  4.081
H  -0.963  -5.601  3.079
H  0.617  -5.857  3.823
H  0.628  -5.308  1.333
H  2.545  -3.964  1.320
H  2.669  -4.943  2.781
H  2.693  -3.979  4.761
H  1.247  -2.933  4.809
H  2.859  -2.214  4.829
H  0.198  -3.099  0.717
H  -0.047  -2.631  2.237

Computed properties:
orbital gap = 9.70 eV

Atomic partial charges in e from the Mulliken method, atoms 1 to 2: atom 1 (C): -1.161, atom 2 (C): -0.466


(3)
Entry from OMol25: C22H44MnN2Si4 as an isolated structure at a distorted geometry (ωB97M-V/def2-TZVPD).

CARTESIAN COORDINATES (ANGSTROEM)
C  1.809  -0.912  -0.047
C  1.511  1.148  0.407
H  2.005  -1.469  0.880
H  2.749  -0.515  -0.441
H  1.538  -1.702  -0.780
H  0.932  2.014  0.797
H  2.311  1.035  1.148
H  1.910  1.511  -0.546
C  -1.272  -2.833  -0.356
C  -2.295  -3.764  -0.481
C  -3.613  -3.308  -0.616
C  -3.897  -1.928  -0.623
H  -0.216  -3.109  -0.311
H  -2.057  -4.832  -0.474
H  -4.443  -4.003  -0.727
H  -4.908  -1.510  -0.746
N  -1.548  -1.508  -0.287
C  -2.835  -1.030  -0.455
C  -2.984  0.422  -0.430
N  -1.823  1.132  -0.180
C  -1.795  2.493  -0.188
C  -4.166  2.511  -0.616
C  -2.975  3.210  -0.396
H  -0.830  2.971  -0.038
H  -2.930  4.296  -0.378
C  -4.170  1.114  -0.641
H  -5.080  0.508  -0.823
H  -5.104  3.044  -0.774
Mn  -0.264  -0.057  -0.044
C  0.276  0.218  -1.929
H  -0.051  1.227  -2.232
H  -0.288  -0.520  -2.524
H  1.353  0.105  -2.119
C  3.517  -0.287  3.078
Si  2.005  0.469  3.929
C  2.224  0.195  5.781
C  1.987  2.346  3.714
Si  0.136  -0.477  2.814
Si  0.178  -2.727  3.541
C  0.976  -2.953  5.237
C  -1.572  -3.418  3.636
C  1.154  -3.806  2.346
Si  -1.710  0.436  3.918
C  -1.521  0.185  5.779
C  -1.820  2.271  3.521
C  -3.321  -0.354  3.341
H  4.410  0.106  3.589
H  3.605  -0.045  2.014
H  3.525  -1.381  3.175
H  3.105  0.782  6.086
H  1.368  0.556  6.363
H  2.412  -0.849  6.053
H  1.951  2.674  2.669
H  1.143  2.800  4.249
H  2.917  2.735  4.158
H  0.557  -2.288  6.000
H  0.804  -3.993  5.559
H  2.060  -2.794  5.186
H  -2.105  -3.294  2.684
H  -1.510  -4.497  3.854
H  -2.158  -2.946  4.434
H  0.658  -3.875  1.371
H  2.180  -3.446  2.196
H  1.210  -4.821  2.769
H  -0.710  0.794  6.197
H  -2.463  0.503  6.253
H  -1.347  -0.866  6.045
H  -2.038  2.433  2.456
H  -2.647  2.702  4.105
H  -0.904  2.818  3.769
H  -3.456  -0.244  2.256
H  -3.384  -1.421  3.581
H  -4.161  0.156  3.836

Computed properties:
multiplicity = 6
orbital gap (spin up / spin down) = 4.81 / 5.23 eV

Atomic partial charges in e from the Mulliken method, atoms 1 to 2: atom 1 (C): -1.300, atom 2 (C): -0.534


(4)
Entry from OMol25: a 3-piece molecular cluster, C22H44N3O4P overall at a distorted geometry (ωB97M-V/def2-TZVPD).

CARTESIAN COORDINATES (ANGSTROEM)
O  1.984  6.273  1.051
P  2.014  7.471  1.916
C  3.201  7.493  3.281
C  2.653  8.004  4.639
C  3.706  7.471  5.662
N  4.607  6.538  4.939
C  3.813  6.190  3.773
O  3.579  5.081  3.420
H  0.795  7.774  2.546
H  2.313  8.654  1.218
H  4.028  8.168  3.036
H  1.693  7.528  4.843
H  2.538  9.086  4.614
H  3.192  6.872  6.416
H  4.258  8.279  6.142
H  5.416  7.042  4.583
C  1.213  -0.027  -1.741
C  0.162  0.550  -0.764
C  -0.644  1.668  -1.430
C  0.147  2.961  -1.620
C  0.769  3.424  -0.303
C  1.613  2.343  0.372
N  0.804  1.083  0.480
O  -0.006  1.099  1.485
C  2.915  2.118  -0.414
C  2.015  2.787  1.768
C  -0.767  -0.588  -0.372
H  0.832  -0.938  -2.202
H  1.465  0.658  -2.549
H  2.132  -0.294  -1.222
H  -1.523  1.880  -0.815
H  -1.012  1.298  -2.391
H  0.919  2.831  -2.384
H  -0.521  3.738  -1.996
H  1.395  4.305  -0.455
H  -0.027  3.728  0.383
H  3.468  1.270  -0.010
H  3.538  3.006  -0.310
H  2.766  1.956  -1.478
H  1.154  3.066  2.370
H  2.663  3.655  1.691
H  2.555  1.993  2.288
H  -0.219  -1.374  0.150
H  -1.204  -1.013  -1.276
H  -1.580  -0.256  0.269
C  -0.862  -6.159  -0.539
C  -1.314  -5.314  -1.752
C  -2.000  -4.026  -1.296
C  -3.393  -4.245  -0.707
C  -4.272  -5.039  -1.673
C  -3.635  -6.356  -2.120
N  -2.254  -6.079  -2.633
O  -2.259  -5.645  -3.849
C  -3.626  -7.364  -0.961
C  -4.445  -6.978  -3.248
C  -0.070  -4.969  -2.560
H  0.193  -5.983  -0.335
H  -1.407  -5.919  0.374
H  -0.975  -7.224  -0.732
H  -2.084  -3.347  -2.150
H  -1.358  -3.532  -0.563
H  -3.328  -4.753  0.259
H  -3.855  -3.277  -0.509
H  -5.239  -5.262  -1.215
H  -4.474  -4.427  -2.557
H  -3.066  -8.259  -1.234
H  -4.652  -7.662  -0.747
H  -3.212  -6.968  -0.038
H  -4.577  -6.292  -4.080
H  -5.429  -7.248  -2.864
H  -3.960  -7.880  -3.623
H  0.411  -5.872  -2.939
H  0.631  -4.451  -1.906
H  -0.297  -4.322  -3.403

Computed properties:
multiplicity = 3
orbital gap (spin up / spin down) = 7.95 / 9.07 eV

Atomic partial charges in e from the Mulliken method, atoms 1 to 2: atom 1 (O): -0.413, atom 2 (P): 0.102


(5)
Entry from OMol25: a 3-piece molecular cluster, C22H44NO12PS2 overall at a distorted geometry (ωB97M-V/def2-TZVPD).

CARTESIAN COORDINATES (ANGSTROEM)
C  1.755  -3.144  -0.380
C  2.456  -2.072  -1.228
O  1.568  -0.961  -1.340
C  2.183  0.312  -1.297
C  1.127  1.367  -1.594
O  0.658  2.062  -0.447
C  -0.077  1.291  0.472
C  -1.526  0.922  0.048
C  -2.028  2.115  -0.770
C  -3.434  2.145  -1.355
O  -3.416  3.105  -2.422
O  -1.383  -0.300  -0.750
S  -2.505  -1.352  -1.018
O  -2.042  -2.618  -0.521
O  -2.868  -1.299  -2.401
C  -3.986  -0.839  -0.076
N  -4.611  -2.040  0.450
C  -5.043  -2.964  -0.312
C  -5.117  -4.349  0.275
C  -5.580  -2.790  -1.712
C  -3.768  0.173  1.066
C  -2.327  0.643  1.336
P  -1.482  -0.500  2.526
O  -0.624  -1.543  1.672
O  -2.691  -1.355  3.159
S  -0.439  0.405  3.861
H  1.481  -4.022  -0.964
H  2.347  -3.436  0.488
H  0.823  -2.717  -0.006
H  3.415  -1.789  -0.798
H  2.614  -2.473  -2.233
H  2.979  0.365  -2.042
H  2.600  0.506  -0.299
H  1.568  2.141  -2.223
H  0.318  0.912  -2.174
H  0.467  0.381  0.736
H  -0.172  1.916  1.359
H  -1.366  2.248  -1.623
H  -1.892  2.988  -0.128
H  -4.176  2.471  -0.626
H  -3.714  1.190  -1.801
H  -4.108  3.752  -2.272
H  -4.606  -0.363  -0.838
H  -5.829  -4.356  1.104
H  -5.444  -5.091  -0.450
H  -4.141  -4.602  0.682
H  -5.134  -1.966  -2.260
H  -6.658  -2.627  -1.633
H  -5.427  -3.693  -2.300
H  -4.359  1.058  0.837
H  -4.214  -0.266  1.952
H  -2.376  1.592  1.872
H  -1.070  -2.363  1.413
H  -2.515  -2.301  3.214
C  1.253  5.413  3.182
C  -0.035  6.024  2.673
O  -0.901  5.036  2.099
C  -1.758  4.305  2.829
C  -1.690  4.331  4.334
O  -2.530  3.588  2.241
H  1.070  4.706  3.992
H  1.918  6.194  3.552
H  1.754  4.875  2.378
H  -0.557  6.591  3.444
H  0.170  6.713  1.855
H  -1.039  3.517  4.655
H  -2.692  4.138  4.710
H  -1.340  5.266  4.762
C  8.035  -3.970  -1.690
C  6.899  -3.793  -2.675
O  5.882  -2.917  -2.176
C  5.941  -1.574  -2.304
C  7.227  -0.922  -2.752
O  4.974  -0.934  -1.992
H  8.557  -3.031  -1.504
H  8.756  -4.693  -2.073
H  7.651  -4.331  -0.736
H  7.251  -3.456  -3.651
H  6.386  -4.740  -2.832
H  7.804  -0.662  -1.865
H  6.969  -0.007  -3.279
H  7.841  -1.536  -3.405

Computed properties:
orbital gap = 9.22 eV

Atomic partial charges in e from the Mulliken method, atoms 1 to 2: atom 1 (C): -0.742, atom 2 (C): -0.260


(6)
Entry from OMol25: a 4-piece molecular cluster, C22H45BO9S3 overall at a distorted geometry (ωB97M-V/def2-TZVPD).

CARTESIAN COORDINATES (ANGSTROEM)
C  -1.891  1.595  -4.530
C  -1.514  0.178  -3.892
B  -2.757  -0.393  -2.997
C  -2.708  -1.861  -2.356
C  -3.671  -2.066  -1.100
C  -2.913  -1.491  0.189
C  -3.904  -0.823  1.223
C  -2.201  -2.743  0.877
C  -3.987  0.644  -2.790
C  -5.056  0.785  -3.771
C  -6.099  1.774  -3.521
C  -6.023  2.594  -2.318
C  -4.968  2.451  -1.314
C  -3.917  1.455  -1.559
H  -2.056  2.378  -3.743
H  -1.022  1.963  -5.147
H  -2.757  1.484  -5.226
H  -1.272  -0.534  -4.724
H  -0.674  0.331  -3.163
H  -2.866  -2.685  -3.116
H  -1.663  -2.032  -1.953
H  -3.828  -3.173  -0.948
H  -4.677  -1.592  -1.239
H  -2.126  -0.748  -0.110
H  -4.914  -1.324  1.201
H  -3.467  -0.890  2.251
H  -4.099  0.263  1.006
H  -2.861  -3.203  1.657
H  -1.197  -2.434  1.261
H  -2.031  -3.551  0.109
H  -5.048  0.142  -4.682
H  -6.912  1.904  -4.276
H  -6.807  3.367  -2.150
H  -4.901  3.078  -0.399
H  -3.070  1.314  -0.846
C  4.524  0.214  3.137
C  3.511  -0.910  3.245
O  2.166  -0.409  3.308
S  1.491  0.133  1.959
C  -0.162  0.250  2.565
O  1.550  -0.896  0.963
O  1.971  1.463  1.699
H  4.431  0.740  2.186
H  5.541  -0.178  3.206
H  4.371  0.949  3.930
H  3.618  -1.618  2.421
H  3.684  -1.462  4.169
H  -0.525  -0.749  2.800
H  -0.772  0.697  1.779
H  -0.169  0.886  3.448
C  -2.208  6.451  0.912
C  -1.688  5.803  -0.357
O  -0.334  5.357  -0.213
S  -0.058  4.020  0.637
C  1.622  3.787  0.168
O  -0.843  2.949  0.086
O  -0.104  4.341  2.034
H  -2.292  5.725  1.721
H  -3.196  6.885  0.745
H  -1.528  7.235  1.251
H  -2.331  4.976  -0.671
H  -1.691  6.537  -1.164
H  1.669  3.577  -0.899
H  1.997  2.933  0.743
H  2.187  4.686  0.413
C  5.198  -5.138  -0.874
C  6.184  -5.842  0.039
O  6.879  -4.918  0.888
S  6.092  -4.296  2.141
C  7.492  -3.586  2.952
O  5.583  -5.366  2.947
O  5.248  -3.235  1.678
H  4.381  -4.693  -0.306
H  4.766  -5.842  -1.588
H  5.689  -4.332  -1.422
H  5.690  -6.612  0.637
H  6.942  -6.341  -0.566
H  8.157  -4.384  3.274
H  7.127  -3.029  3.814
H  7.995  -2.913  2.260

Computed properties:
orbital gap = 9.08 eV
energy above the lowest of the compared OMol25 structures with the same formula, charge and spin = 0.00 kJ/mol

Atomic partial charges in e from the Mulliken method, atoms 1 to 2: atom 1 (C): -0.947, atom 2 (C): -0.466